(1)
Computed, not measured: a molecular structure, C21H20CoIN6O4S3, with ωB97M-V with the def2-TZVPD basis set.

- LUMO level (spin up / spin down): 0.1312 / 0.0708 eV
- Gap between HOMO and LUMO (spin up / spin down): 5.720 / 8.472 eV
- Largest force on an atom: 0.51 eV/Å
- ΔE to the lowest compared entry with this formula, charge and spin: 0.0 kJ/mol
- Multiplicity: 5
- Total charge: 0
- E_HOMO (spin up / spin down): -5.6 / -8.4 eV

Each line ends with the Mulliken spin population.
Positions of all 56 atoms, in Å:
1 Co -0.61626 -0.46762 -0.16463  2.7845
2 N -0.95352 3.33868 -0.50713  0.0224
3 C -1.99281 2.61889 -0.06096  0.0008
4 N -2.06046 1.30473 -0.09102  0.0066
5 C -3.35061 0.89246 0.21437  0.0139
6 C -4.21418 1.85956 0.58088  0.0016
7 S -3.44025 3.39858 0.48742  0.0050
8 C -3.64252 -0.52137 0.00312  -0.0109
9 C -4.81642 -1.16082 0.17916  0.0008
10 S -4.66222 -2.80759 -0.30846  0.0030
11 C -3.00298 -2.53052 -0.69323  0.0046
12 N -2.60483 -1.29180 -0.49708  0.0160
13 N -2.21152 -3.50348 -1.19343  0.0035
14 H -0.10389 2.83748 -0.71794  -0.0503
15 H -0.84463 4.29422 -0.21293  0.0054
16 H -5.24852 1.76735 0.86273  -0.0007
17 H -5.74740 -0.77223 0.55319  0.0001
18 H -2.52291 -4.45398 -1.08520  0.0000
19 H -1.22632 -3.34425 -0.99571  0.0009
20 I 1.03154 4.33561 3.19232  -0.0022
21 C 1.60029 3.63847 1.31674  -0.1155
22 C 2.18328 4.52787 0.39219  0.4461
23 C 2.51348 3.97524 -0.87049  -0.0942
24 C 2.25908 2.67469 -1.16709  0.2082
25 N 1.64784 1.82978 -0.24857  0.2153
26 C 1.34423 2.33999 1.01738  0.2234
27 H 2.38811 5.55631 0.64075  0.0465
28 H 2.98165 4.58802 -1.62898  -0.0020
29 H 2.49453 2.25200 -2.12903  0.0562
30 H 0.88883 1.64813 1.70625  0.0453
31 C 2.86649 -0.53918 1.02682  0.0291
32 O 1.51322 -0.31576 0.62820  -0.0102
33 C 1.23290 0.44372 -0.55154  0.0766
34 C 1.97553 -0.09924 -1.75526  -0.0324
35 H 3.35294 -1.26135 0.36492  0.0016
36 H 2.83480 -0.94600 2.03407  -0.0037
37 H 3.42940 0.39833 1.02161  0.0052
38 H 3.06052 0.05867 -1.71564  0.0059
39 H 1.59914 0.33516 -2.68235  0.0014
40 H 1.79399 -1.17424 -1.80238  -0.0013
41 O 3.02049 -3.36481 3.11810  0.0011
42 S 1.91813 -4.09715 2.55930  0.0003
43 O 1.32486 -5.14757 3.33428  0.0003
44 N 0.77118 -3.06116 2.01803  0.0120
45 C 0.68316 -3.09393 0.71964  0.0082
46 O -0.11728 -2.38480 0.03034  0.0785
47 C 1.61815 -4.04187 0.03086  -0.0021
48 C 1.77640 -4.28215 -1.32176  -0.0011
49 C 2.71825 -5.22827 -1.71124  -0.0004
50 C 3.47644 -5.91057 -0.76402  -0.0002
51 C 3.32152 -5.65822 0.59552  0.0004
52 C 2.38527 -4.71449 0.95951  -0.0008
53 H 1.19128 -3.73945 -2.05427  -0.0025
54 H 2.86655 -5.43756 -2.76256  0.0000
55 H 4.19960 -6.64634 -1.09081  -0.0001
56 H 3.91069 -6.18117 1.33667  0.0000

(2)
Computed, not measured: a molecular structure, C25H24AsN3O3PdS3 at a distorted geometry, with ωB97M-V with the def2-TZVPD basis set.

- LUMO level (spin up / spin down): 0.2229 / -1.0990 eV
- Gap between HOMO and LUMO (spin up / spin down): 7.924 / 6.641 eV
- Largest force on an atom: 1.43 eV/Å
- Multiplicity: 3
- Total charge: 0
- E_HOMO (spin up / spin down): -7.7 / -7.7 eV

Each line ends with the Mulliken spin population.
Positions of all 60 atoms, in Å:
1 Pd 0.26020 -0.26214 0.76588  1.3909
2 O 2.64509 2.69925 2.41184  0.0207
3 S 2.13815 1.80175 1.41409  -0.0096
4 O 2.40359 0.36769 1.59472  0.0836
5 N 0.56529 1.80776 1.24153  0.0721
6 C -0.28767 2.86949 0.99081  0.0137
7 C 0.05273 4.19120 0.83550  0.0195
8 C -0.94807 5.16980 0.63918  -0.0078
9 C -2.27113 4.84923 0.60530  0.0143
10 C -2.66347 3.49609 0.75729  -0.0034
11 C -4.00907 3.06313 0.75078  0.0023
12 C -4.29911 1.73732 0.89460  -0.0026
13 C -3.23670 0.81944 1.02874  0.0003
14 N -1.98011 1.18194 1.03739  0.0059
15 C -1.67663 2.50372 0.92676  -0.0100
16 C 2.84645 2.34075 -0.12186  -0.0019
17 C 2.12230 2.30193 -1.30700  0.0040
18 C 2.71186 2.75902 -2.47708  -0.0013
19 C 4.01208 3.24487 -2.45727  -0.0003
20 C 4.72718 3.28612 -1.26778  0.0004
21 C 4.14412 2.84010 -0.09161  0.0020
22 H 1.09481 4.48084 0.89613  0.0010
23 H -0.64831 6.20360 0.51810  -0.0004
24 H -3.02812 5.61393 0.46977  0.0008
25 H -4.80062 3.79605 0.63907  0.0000
26 H -5.32552 1.38642 0.90608  0.0004
27 H -3.42473 -0.24515 1.12726  0.0010
28 H 1.11048 1.93148 -1.30855  -0.0029
29 H 2.15296 2.73544 -3.40530  0.0001
30 H 4.46602 3.60646 -3.37282  0.0000
31 H 5.73845 3.67045 -1.25478  0.0000
32 H 4.67386 2.88388 0.85325  0.0000
33 S 1.62344 -1.06582 -1.35506  0.2713
34 C 1.73412 -2.41308 -0.29698  0.0022
35 N 1.31609 -2.35347 0.92721  0.0586
36 C 1.36326 -3.58547 1.56957  -0.0001
37 C 0.95006 -3.84001 2.87537  0.0007
38 C 1.04175 -5.13034 3.36474  -0.0012
39 C 1.54072 -6.16791 2.57227  0.0013
40 C 1.97083 -5.92540 1.27769  0.0004
41 C 1.88182 -4.62572 0.78843  -0.0009
42 S 2.30401 -4.00384 -0.78348  -0.0012
43 H 0.56520 -3.02342 3.47485  0.0000
44 H 0.72642 -5.34150 4.37962  -0.0001
45 H 1.58794 -7.17378 2.96991  0.0001
46 H 2.35770 -6.72790 0.65976  0.0002
47 C -1.04418 -3.32727 -2.36340  -0.0002
48 As -1.87695 -1.88989 -1.41098  0.0039
49 C -3.72311 -2.42664 -1.37812  0.0040
50 C -1.83193 -0.23607 -2.39206  -0.0077
51 O -1.38864 -1.70074 0.18284  0.0757
52 H -1.76132 -3.72223 -3.08055  0.0004
53 H -0.78378 -4.08810 -1.63185  -0.0007
54 H -0.14419 -2.98314 -2.86105  0.0001
55 H -4.10916 -2.54886 -2.38816  0.0002
56 H -4.30453 -1.67824 -0.84500  0.0003
57 H -3.78279 -3.37050 -0.84397  0.0002
58 H -1.74681 -0.40533 -3.46428  -0.0001
59 H -0.98273 0.32420 -2.02818  -0.0007
60 H -2.74957 0.29859 -2.15915  0.0009

(3)
Computed, not measured: a single C3H3Br2NS molecule at a distorted geometry, with ωB97M-V with the def2-TZVPD basis set.

- LUMO level (spin up / spin down): -2.2079 / -2.3475 eV
- Gap between HOMO and LUMO (spin up / spin down): 7.049 / 6.766 eV
- Largest force on an atom: 5.25 eV/Å
- ΔE to the lowest compared entry with this formula, charge and spin: 448.7 kJ/mol
- Total charge: 0
- E_HOMO (spin up / spin down): -9.3 / -9.1 eV

Each line ends with the Mulliken charge.
Positions of all 10 atoms, in Å:
1 C -0.59314 0.10475 1.09406  0.0651
2 C -1.86146 -0.10360 1.27973  -0.2606
3 C 0.14569 0.53311 -0.29185  -0.3229
4 N 1.39692 1.03737 -0.12660  -0.1964
5 S 1.91003 2.38727 0.54324  0.0403
6 Br -3.30524 -0.07738 0.17891  -0.0358
7 Br 2.82444 -0.75973 0.23262  -0.1455
8 H 0.21010 0.26777 1.91711  0.2203
9 H 0.18487 -0.30376 -0.98868  0.3102
10 H -0.63606 1.36023 -0.76711  0.3254

(4)
Computed, not measured: 2 unconnected molecules or ions with the total composition C6H3P at a distorted geometry, with ωB97M-V with the def2-TZVPD basis set.

- LUMO level (spin up / spin down): -2.8300 / -1.9060 eV
- Gap between HOMO and LUMO (spin up / spin down): 5.433 / 8.476 eV
- Largest force on an atom: 5.98 eV/Å
- ΔE to the lowest compared entry with this formula, charge and spin: 97.6 kJ/mol
- Total charge: 0
- E_HOMO (spin up / spin down): -8.3 / -10.4 eV

Each line ends with the Mulliken charge.
Positions of all 10 atoms, in Å:
1 C -1.16717 -2.34919 -1.18256  0.2379
2 C -2.44894 1.08120 1.02557  0.1288
3 C 3.81938 0.87131 0.44764  -0.1159
4 C -0.89213 -1.18169 -1.21480  -0.4729
5 C -1.65105 0.64909 0.19287  -0.4096
6 C 2.61647 0.87474 0.24372  -0.2211
7 P -0.65732 0.50256 -1.14077  -0.2686
8 H -1.09669 -3.30175 -0.82906  0.3942
9 H -3.06741 1.21429 1.77582  0.4838
10 H 4.54486 1.63943 0.68156  0.2434

(5)
Computed, not measured: 2 unconnected molecules or ions with the total composition C3H4F2 at a distorted geometry, with ωB97M-V with the def2-TZVPD basis set.

- LUMO level: -0.3037 eV
- Gap between HOMO and LUMO: 10.938 eV
- Largest force on an atom: 3.22 eV/Å
- ΔE to the lowest compared entry with this formula, charge and spin: 369.5 kJ/mol
- Total charge: 0
- E_HOMO: -11.2 eV

Each line ends with the Mulliken charge.
Positions of all 9 atoms, in Å:
1 C 0.48805 -0.10024 -2.00706  -0.3117
2 C -0.60879 -0.69539 -1.81902  -0.3143
3 C -0.39453 0.19832 1.60317  0.4813
4 F 0.96254 0.41219 1.64413  -0.2158
5 F -0.64254 -0.67580 2.63009  -0.2684
6 H 1.43229 0.08502 -1.51140  0.3296
7 H 0.40906 0.04484 -3.11057  0.2763
8 H -0.63084 -0.30864 0.75176  -0.1460
9 H -1.01524 1.03970 1.81889  0.1690